Entry 1:
ORCA calculation (ωB97M-V/def2-TZVPD) on C3H5N3O as an isolated structure at a distorted geometry.

Values from the calculation:
Frontier orbital gap (alpha / beta) = 8.69 / 8.55 eV
Total charge = 0
Energy = -356.58878 hartree
HOMO energy (alpha / beta) = -8.9 / -9.0 eV
Max |F| = 2.35 eV/A

Positions of all 12 atoms, in Å:
C (1.59371, -0.26831, 1.09810)
C (-0.88855, 0.10434, -0.52462)
C (0.39034, 0.27947, 0.45643)
N (-1.33903, -0.62893, -1.59925)
O (-1.68919, 0.79916, 0.35857)
N (-0.55815, 1.33026, 0.99881)
N (0.31232, 0.94940, -0.71018)
H (-1.41661, -0.10860, -2.46536)
H (-2.11432, -1.24946, -1.41994)
H (2.03390, -1.05263, 0.48152)
H (1.33603, -0.67482, 2.07921)
H (2.33954, 0.52012, 1.24672)



Entry 2:
ORCA calculation (ωB97M-V/def2-TZVPD) on C3H3N3O2 as an isolated structure at a distorted geometry.

Values from the calculation:
Frontier orbital gap = 9.54 eV
Total charge = 0
Energy = -430.73212 hartree
HOMO energy = -9.7 eV
Max |F| = 6.68 eV/A

Positions of all 11 atoms, in Å:
C (0.35467, 0.85797, -0.01400)
C (1.57414, -0.77000, -0.24423)
C (-1.88186, -0.63754, 0.18544)
H (0.68405, 2.64805, -0.15818)
H (2.49680, -1.41408, -0.34413)
H (-2.08269, -1.67670, 0.69363)
N (-0.04939, 2.07511, 0.16817)
N (1.65750, 0.46160, -0.08206)
N (-0.55422, -0.37060, 0.14126)
O (0.50557, -1.37484, 0.04413)
O (-2.70455, 0.20103, -0.39002)



Entry 3:
ORCA calculation (ωB97M-V/def2-TZVPD) on a single C4H10N2O molecule at a distorted geometry.

Values from the calculation:
Frontier orbital gap = 10.02 eV
Total charge = 0
Energy = -343.13578 hartree
HOMO energy = -9.2 eV
Max |F| = 2.65 eV/A

Positions of all 17 atoms, in Å:
C (-0.92303, 1.36492, -0.95371)
N (-0.82401, 0.40258, 0.18147)
C (-1.97361, -0.29676, 0.44919)
O (-2.90236, -0.40026, -0.30831)
C (0.38230, 0.20564, 0.94877)
C (1.53174, -0.24318, 0.07928)
N (1.33350, -1.58913, -0.40710)
H (-0.38402, 2.31396, -0.94700)
H (-0.81125, 0.71388, -1.82585)
H (-2.00654, 1.59186, -0.93074)
H (-1.81158, -0.75631, 1.45397)
H (0.16579, -0.67430, 1.58033)
H (0.60971, 1.06142, 1.58443)
H (2.54304, -0.13182, 0.55861)
H (1.69465, 0.52432, -0.71643)
H (1.39605, -2.21985, 0.38067)
H (1.97961, -1.86697, -1.12759)



Entry 4:
ORCA calculation (ωB97M-V/def2-TZVPD) on a 4-piece molecular cluster, C4H14NO3 overall at a distorted geometry.

Values from the calculation:
Frontier orbital gap = 3.73 eV
Total charge = -1
Energy = -440.95866 hartree
HOMO energy = -4.9 eV
Max |F| = 4.95 eV/A

Positions of all 22 atoms, in Å:
C (-1.16196, 1.48182, 0.23307)
C (-0.20341, 0.35060, 0.02080)
C (0.75082, 0.10241, 1.22902)
C (1.65934, -1.10519, 0.95550)
O (1.79095, -2.01593, -1.50588)
N (0.53582, 0.62927, -1.23999)
H (-0.79469, 2.48949, 0.08876)
H (-1.49427, 1.35131, 1.26148)
H (-1.97308, 1.29205, -0.42353)
H (-0.79046, -0.60499, -0.01023)
H (-0.06940, -0.07538, 1.97214)
H (1.45439, 0.88281, 1.66244)
H (2.68311, -0.89031, 0.75941)
H (1.26901, -1.60784, -0.01379)
H (0.83303, -0.24866, -1.52167)
H (-0.15400, 0.91596, -1.90803)
H (-2.14390, -1.30186, 2.84266)
H (-2.04521, 1.46399, -2.99904)
O (-1.27586, 1.82893, -2.65807)
H (1.55756, -1.91696, 1.61041)
H (1.55513, -2.27414, -2.43033)
O (-1.98294, -0.74739, 2.07490)



Entry 5:
ORCA calculation (ωB97M-V/def2-TZVPD) on a single C6H7NO molecule at a distorted geometry.

Values from the calculation:
Frontier orbital gap (alpha / beta) = 8.25 / 8.25 eV
Total charge = 0
Energy = -362.64600 hartree
HOMO energy (alpha / beta) = -7.7 / -7.7 eV
Max |F| = 2.49 eV/A

Positions of all 15 atoms, in Å:
C (-1.26741, -0.39796, -0.11613)
C (1.39865, -0.78543, -0.83610)
C (-2.58820, 1.50339, 0.59886)
C (0.10514, -0.94285, 0.00604)
C (1.44274, 1.23758, 0.83590)
C (1.34237, -0.20069, 0.56842)
N (-1.64625, 0.72622, 0.24540)
O (0.97793, 2.10992, 0.15882)
H (2.04792, -1.64464, -0.90940)
H (1.33649, -0.29735, -1.78872)
H (-3.36807, 1.25967, 1.43779)
H (-2.87395, 2.35194, -0.04230)
H (-0.05461, -2.00170, 0.33563)
H (1.93660, 1.57154, 1.88753)
H (1.77583, -0.74727, 1.32766)



Entry 6:
ORCA calculation (ωB97M-V/def2-TZVPD) on a 2-piece molecular cluster, C4H11NO overall at a distorted geometry.

Values from the calculation:
Frontier orbital gap = 10.59 eV
Total charge = 0
Energy = -289.01448 hartree
HOMO energy = -9.8 eV
Max |F| = 1.08 eV/A

Positions of all 17 atoms, in Å:
C (-1.68392, -0.87820, 1.47633)
C (-1.89519, 0.27577, 0.51315)
N (-1.61656, 1.50611, 1.00074)
O (-2.30508, 0.10205, -0.62165)
H (-2.54903, -0.90249, 2.14016)
H (-0.80582, -0.68620, 2.09916)
H (-1.53730, -1.80826, 0.94822)
H (-1.85888, 2.29482, 0.42211)
H (-1.36800, 1.62666, 1.96492)
C (1.23275, -0.26560, -1.48485)
C (2.68189, -0.09968, -1.00898)
H (1.19708, -0.34667, -2.57143)
H (0.78888, -1.17931, -1.08897)
H (0.61981, 0.57211, -1.15775)
H (2.66809, 0.09978, 0.06397)
H (3.18455, 0.70857, -1.53058)
H (3.24674, -1.01949, -1.16456)



Entry 7:
ORCA calculation (ωB97M-V/def2-TZVPD) on a single C8H7F molecule at a distorted geometry.

Values from the calculation:
Frontier orbital gap = 8.32 eV
Total charge = 0
Energy = -408.78162 hartree
HOMO energy = -8.0 eV
Max |F| = 4.12 eV/A

Positions of all 16 atoms, in Å:
C (-3.61958, 1.29010, 0.00019)
C (-2.50918, 0.83490, -0.09834)
C (-1.29874, 0.14402, -0.00441)
C (-1.34036, -1.24956, 0.06990)
F (-2.44650, -1.90846, -0.20110)
C (-0.15304, -2.03986, 0.08781)
C (1.04635, -1.46813, -0.02180)
C (1.19439, -0.00552, -0.23514)
C (0.03556, 0.82317, 0.24941)
H (-4.60033, 1.73582, -0.01681)
H (-0.36583, -3.12558, 0.25546)
H (2.07537, -1.94143, -0.03626)
H (2.15925, 0.28079, 0.13011)
H (1.10754, 0.00562, -1.34336)
H (-0.13568, 1.64155, -0.32697)
H (0.11565, 1.09390, 1.30665)



Entry 8:
ORCA calculation (ωB97M-V/def2-TZVPD) on a single C3H10N2O molecule at a distorted geometry.

Values from the calculation:
Frontier orbital gap = 10.22 eV
Total charge = 0
Energy = -304.96575 hartree
HOMO energy = -9.3 eV
Max |F| = 2.63 eV/A

Positions of all 16 atoms, in Å:
N (0.62374, 2.04552, -1.12107)
C (0.14116, 0.68688, -1.57995)
C (-1.14458, 0.09189, -0.74601)
O (-0.93525, 0.10547, 0.73306)
C (-0.08734, -1.05735, 1.04575)
N (0.17160, -1.27486, 2.52424)
H (0.27794, 2.24607, -0.13716)
H (1.68000, 1.96179, -1.02509)
H (1.05060, -0.08353, -1.53958)
H (-0.14906, 0.77979, -2.71144)
H (-1.30922, -1.02059, -1.14554)
H (-2.11823, 0.68074, -1.07439)
H (0.97875, -0.94564, 0.53540)
H (-0.59290, -2.04330, 0.64422)
H (1.09726, -1.79180, 2.55317)
H (0.31554, -0.38107, 3.04437)



> Which formula does entry 5 have?

C6H7NO